Entry 1:
3 unconnected molecules or ions with the total composition C18H38N2O8. Source: OMol25; level of theory: ωB97M-V/def2-TZVPD.

CARTESIAN COORDINATES (ANGSTROEM)
C 4.95 -4.34 2.32
C 4.78 -4.33 0.80
C 3.84 -5.43 0.25
C 2.53 -4.88 -0.35
C 1.26 -5.60 0.12
C 0.48 -4.83 1.18
N 0.00 -3.55 0.64
C -0.24 -2.58 1.66
O -0.42 -2.82 2.82
O -0.25 -1.31 1.16
C 0.97 -0.58 1.35
C 2.14 -1.12 0.54
C 3.22 -0.07 0.33
N 4.12 0.01 1.50
H 5.01 -3.33 2.73
H 5.85 -4.87 2.63
H 4.10 -4.82 2.81
H 5.77 -4.44 0.34
H 4.42 -3.35 0.48
H 3.60 -6.11 1.06
H 4.39 -5.98 -0.52
H 2.44 -3.83 -0.06
H 2.58 -4.88 -1.44
H 0.59 -5.75 -0.73
H 1.49 -6.59 0.52
H 1.12 -4.62 2.04
H -0.34 -5.46 1.54
H -0.91 -3.70 0.21
H 0.74 0.45 1.09
H 1.22 -0.61 2.42
H 2.61 -1.92 1.11
H 1.77 -1.52 -0.41
H 3.81 -0.35 -0.55
H 2.78 0.91 0.14
H 5.07 -0.18 1.24
H 4.11 0.93 1.91
C -1.08 -0.11 -1.82
C 0.16 0.66 -2.20
O -0.06 1.57 -3.29
C -0.68 2.70 -2.97
O -1.03 3.04 -1.86
O -0.86 3.42 -4.08
C -1.57 4.65 -3.88
H -1.48 -0.63 -2.69
H -0.84 -0.84 -1.05
H -1.85 0.55 -1.43
H 0.93 -0.01 -2.57
H 0.57 1.21 -1.35
H -1.08 5.25 -3.12
H -2.60 4.45 -3.59
H -1.54 5.16 -4.84
C -5.74 7.59 0.94
C -6.61 6.36 0.81
O -6.04 5.38 -0.08
C -5.04 4.66 0.43
O -4.60 4.76 1.55
O -4.59 3.84 -0.52
C -3.46 3.04 -0.13
H -5.54 8.02 -0.05
H -6.24 8.33 1.55
H -4.79 7.34 1.40
H -7.57 6.61 0.35
H -6.80 5.90 1.78
H -3.68 2.49 0.78
H -2.59 3.67 0.01
H -3.30 2.36 -0.96

Output
Energy above the lowest of the compared OMol25 structures with the same formula, charge and spin   0.4649 eV
E_HOMO   -9.644 eV
Multiplicity   1
SMILES   CCCCCCNC(=O)OCCCN.CCOC(=O)OC.CCOC(=O)OC
Calculated total energy   -38642.619 eV

=====

Entry 2:
A molecular structure, C18H38N6O18TlV2 at a distorted geometry. Source: OMol25; level of theory: ωB97M-V/def2-TZVPD.

CARTESIAN COORDINATES (ANGSTROEM)
Tl 2.72 -5.19 -0.74
O 3.33 0.61 1.64
V 2.03 0.03 1.00
O 0.76 0.76 1.59
O 0.91 0.23 -4.32
V 1.37 -1.28 -4.50
O 1.66 -1.46 -6.04
N 0.58 -2.03 -1.25
O 0.60 -3.21 -0.96
O 0.96 -1.16 -0.43
O 0.27 -1.63 -2.40
N 3.50 -1.45 -2.14
O 3.30 -1.13 -3.38
O 3.60 -0.55 -1.28
O 3.56 -2.62 -1.88
N 1.33 -4.63 -3.97
O 0.66 -5.07 -4.89
O 1.82 -5.38 -3.08
O 1.56 -3.37 -3.86
N 2.35 -2.77 1.61
O 3.36 -2.57 0.93
O 1.84 -3.88 1.72
O 1.77 -1.76 2.19
C 3.20 2.85 -2.91
C 2.91 3.38 -1.46
C 2.86 4.90 -1.36
C 1.59 5.51 -1.93
C 0.41 4.95 -1.12
C 0.35 3.42 -1.19
N 1.64 2.86 -0.96
O 1.58 1.53 -0.90
C -0.59 2.92 -0.08
C -0.23 3.02 -2.56
C 4.04 2.91 -0.56
H 3.12 1.76 -2.92
H 4.26 3.05 -3.03
H 2.56 3.30 -3.66
H 2.97 5.20 -0.32
H 3.72 5.29 -1.90
H 1.51 5.41 -3.01
H 1.58 6.58 -1.68
H -0.52 5.36 -1.48
H 0.53 5.33 -0.10
H -1.43 3.62 -0.01
H -0.84 1.87 -0.19
H -0.13 3.01 0.91
H -1.05 3.66 -2.88
H 0.54 3.05 -3.33
H -0.64 2.01 -2.55
H 4.96 3.40 -0.86
H 4.25 1.85 -0.69
H 3.83 3.13 0.49
H 1.48 1.19 -1.82
C -4.55 -2.83 4.00
C -3.41 -1.78 3.87
C -2.06 -2.48 4.05
C -1.54 -3.21 2.82
C -1.58 -2.38 1.56
C -2.85 -1.56 1.34
N -3.40 -1.13 2.58
O -4.41 -0.23 2.43
C -2.53 -0.36 0.43
C -3.90 -2.51 0.66
C -3.54 -0.72 4.97
H -5.53 -2.36 3.89
H -4.52 -3.22 5.01
H -4.41 -3.68 3.34
H -1.33 -1.86 4.58
H -2.19 -3.28 4.79
H -2.15 -4.11 2.64
H -0.56 -3.63 3.04
H -1.50 -3.11 0.76
H -0.72 -1.72 1.51
H -1.94 -0.70 -0.41
H -3.41 0.20 0.11
H -1.93 0.33 1.03
H -3.93 -3.49 1.13
H -4.91 -2.10 0.71
H -3.59 -2.66 -0.37
H -3.22 -1.15 5.92
H -4.59 -0.46 5.11
H -2.90 0.14 4.79
H -5.21 -0.75 2.17

Output
E_HOMO   -11.389 eV
Multiplicity   1
Charge   +1
Calculated total energy   -121120.258 eV